Entry from the Open Molecules 2025 dataset: a molecular structure, C38H49BBr2F4N4O2Pb at a distorted geometry (ωB97M-V/def2-TZVPD).

CARTESIAN COORDINATES (ANGSTROEM)
Pb 1.12937 2.52452 -1.20414
C 0.22099 -5.28853 1.66867
C -0.43317 -5.00415 0.30382
C -1.96326 -4.93165 0.48085
C -0.10668 -6.16502 -0.64011
C 0.03831 -3.66138 -0.21333
C -0.09726 -2.54818 0.55877
C 0.12701 -1.25657 0.02833
N -0.08884 -0.19423 0.72822
C -0.83543 0.09962 1.76487
C -2.08001 -0.47521 2.01144
C -2.77370 -0.14888 3.15327
C -2.36729 1.00272 3.92181
C -1.21715 1.68558 3.74430
C -0.31048 1.20882 2.68231
O 0.79107 1.66170 2.45293
C -0.91077 2.89276 4.63442
C -2.21481 3.68722 4.84815
C -0.39697 2.37290 5.99024
C 0.13394 3.85441 4.04619
C -3.92645 -1.01136 3.59749
C -5.05117 -0.84640 2.54842
C -3.47894 -2.48508 3.62845
C -4.46823 -0.63547 4.97866
C 0.79066 -1.11697 -1.36431
O 1.24385 -0.06109 -1.76751
C 0.93727 -2.36481 -2.13925
C 0.57036 -3.52301 -1.55148
C 1.50918 -2.42586 -3.56348
C 0.41706 -2.97566 -4.49769
C 2.71695 -3.38388 -3.55133
C 1.98858 -1.08516 -4.13158
H -0.07968 -6.27965 2.00588
H -0.08389 -4.57305 2.43157
H 1.30842 -5.27601 1.58769
H -2.32373 -5.88410 0.86811
H -2.45870 -4.74303 -0.47260
H -2.24953 -4.14746 1.18219
H -0.44361 -7.09225 -0.18003
H 0.96775 -6.25223 -0.80889
H -0.62447 -6.07120 -1.59535
H -0.45038 -2.61163 1.57902
H -2.45825 -1.18875 1.29293
H -3.05321 1.34502 4.68176
H -2.87451 3.21206 5.57328
H -2.74891 3.81267 3.90554
H -1.97956 4.67755 5.23435
H -1.13286 1.71754 6.45650
H -0.20978 3.21371 6.65807
H 0.53399 1.81713 5.86668
H -0.11515 4.10199 3.01292
H 1.13521 3.43547 4.08254
H 0.13048 4.77232 4.63279
H -4.76367 -1.26047 1.58279
H -5.30485 0.20441 2.40878
H -5.93273 -1.37616 2.90867
H -3.16746 -2.83803 2.64555
H -4.31096 -3.10395 3.96092
H -2.65348 -2.62390 4.32886
H -4.96543 0.33486 4.96390
H -3.67753 -0.62907 5.73059
H -5.20396 -1.37828 5.28161
H 0.69663 -4.43350 -2.11632
H 0.06799 -3.95899 -4.18387
H 0.81357 -3.06953 -5.50827
H -0.44000 -2.30092 -4.52499
H 2.43077 -4.40940 -3.32170
H 3.45683 -3.05931 -2.81810
H 3.18968 -3.38968 -4.53320
H 1.18561 -0.35028 -4.17074
H 2.34676 -1.25053 -5.14778
H 2.80836 -0.67305 -3.54517
Br 7.91262 3.02040 -3.02894
C 6.11155 2.81949 -2.53381
C 5.77871 2.46858 -1.23256
C 4.43935 2.31723 -0.93616
N 3.47506 2.48122 -1.84056
C 3.78721 2.79567 -3.10861
C 5.10955 2.99544 -3.48079
C 2.65876 2.86944 -4.07765
C 2.87793 3.04220 -5.43571
C 1.79403 3.03545 -6.30690
Br 2.08614 3.22054 -8.15260
C 0.51253 2.86411 -5.80425
C 0.37418 2.70638 -4.43793
N 1.41040 2.71241 -3.60032
H 6.53772 2.31359 -0.48022
H 4.11737 2.04350 0.06247
H 5.38820 3.27936 -4.48354
H 3.87211 3.16448 -5.83613
H -0.34957 2.84404 -6.45441
H -0.60508 2.55744 -3.99529
N 1.48470 5.02846 -1.46986
H 1.82633 5.33694 -2.37457
H 2.07838 5.44414 -0.75809
H 0.54763 5.40915 -1.34791
F -2.55663 2.68770 0.47480
B -2.16107 3.09556 -0.79355
F -1.09825 4.05571 -0.63653
F -3.15934 3.58893 -1.56789
F -1.51029 1.98043 -1.44637

As for the net charge: +2. The calculation puts the orbital gap at 5.90 eV. As for the energy above the lowest of the compared OMol25 structures with the same formula, charge and spin: 8.23 kcal/mol. As for the largest force on an atom: 1.27 eV/Å. The spin multiplicity is 1.

Löwdin atomic charge list, values in e, 99 entries: number 1, Pb, carries 1.565; number 2, C, carries -0.025; number 3, C, carries -0.542; number 4, C, carries -0.015; number 5, C, carries -0.047; number 6, C, carries -0.088; number 7, C, carries 0.035; number 8, C, carries -0.092; number 9, N, carries 0.220; number 10, C, carries -0.106; number 11, C, carries 0.044; number 12, C, carries -0.059; number 13, C, carries 0.071; number 14, C, carries -0.043; number 15, C, carries -0.204; number 16, O, carries 0.136; number 17, C, carries -0.523; number 18, C, carries -0.034; number 19, C, carries -0.021; number 20, C, carries -0.046; number 21, C, carries -0.537; number 22, C, carries -0.006; number 23, C, carries -0.021; number 24, C, carries -0.042; number 25, C, carries -0.179; number 26, O, carries -0.041; number 27, C, carries -0.054; number 28, C, carries 0.071; number 29, C, carries -0.527; number 30, C, carries -0.025; number 31, C, carries -0.029; number 32, C, carries -0.060; number 33, H, carries 0.098; number 34, H, carries 0.079; number 35, H, carries 0.099; number 36, H, carries 0.102; number 37, H, carries 0.100; number 38, H, carries 0.057; number 39, H, carries 0.098; number 40, H, carries 0.098; number 41, H, carries 0.093; number 42, H, carries 0.123; number 43, H, carries 0.134; number 44, H, carries 0.112; number 45, H, carries 0.084; number 46, H, carries 0.101; number 47, H, carries 0.094; number 48, H, carries 0.087; number 49, H, carries 0.100; number 50, H, carries 0.093; number 51, H, carries 0.091; number 52, H, carries 0.079; number 53, H, carries 0.092; number 54, H, carries 0.087; number 55, H, carries 0.102; number 56, H, carries 0.102; number 57, H, carries 0.054; number 58, H, carries 0.101; number 59, H, carries 0.101; number 60, H, carries 0.096; number 61, H, carries 0.097; number 62, H, carries 0.098; number 63, H, carries 0.103; number 64, H, carries 0.084; number 65, H, carries 0.097; number 66, H, carries 0.096; number 67, H, carries 0.083; number 68, H, carries 0.097; number 69, H, carries 0.096; number 70, H, carries 0.074; number 71, H, carries 0.095; number 72, H, carries 0.083; number 73, Br, carries 0.864; number 74, C, carries -0.648; number 75, C, carries -0.065; number 76, C, carries -0.105; number 77, N, carries -0.052; number 78, C, carries -0.202; number 79, C, carries -0.030; number 80, C, carries -0.204; number 81, C, carries -0.031; number 82, C, carries -0.647; number 83, Br, carries 0.866; number 84, C, carries -0.056; number 85, C, carries -0.084; number 86, N, carries -0.021; number 87, H, carries 0.120; number 88, H, carries 0.125; number 89, H, carries 0.110; number 90, H, carries 0.109; number 91, H, carries 0.123; number 92, H, carries 0.131; number 93, N, carries -0.005; number 94, H, carries 0.055; number 95, H, carries 0.063; number 96, H, carries 0.049; number 97, F, carries 0.134; number 98, B, carries -1.280; number 99, F, carries -0.014